Record 1
Formula: C4H7NOS2
Source: OMol25
Level of theory: the ωB97M-V functional and the def2-TZVPD basis

SMILES: CSCO/N=C/C=S
LUMO level (eV): -0.987
HOMO (eV): -9.06
Spin multiplicity: 1
Gap between HOMO and LUMO (eV): 8.08
Relative energy (zero: lowest compared OMol25 entry of this formula, charge and spin) (kcal/mol): 66.09

Element x y z (Å)
H  -3.371  -0.366  -0.045
C  -0.333  1.555  -1.109
H  -0.391  2.062  -0.170
S  -1.901  0.775  -1.522
N  0.872  0.044  0.100
H  -2.434  0.857  0.853
C  2.060  -1.544  1.350
C  1.843  -0.808  0.114
H  -0.136  2.256  -1.910
H  2.476  -0.982  -0.749
O  0.792  0.687  -1.100
C  -2.370  0.081  0.085
H  1.342  -1.295  2.143
H  -1.651  -0.674  0.401
S  3.203  -2.649  1.561

Record 2
Formula: C4H7NOS2
Source: OMol25
Level of theory: the ωB97M-V functional and the def2-TZVPD basis

LUMO level (eV): 0.210
HOMO (eV): -8.46
Spin multiplicity: 1
Gap between HOMO and LUMO (eV): 8.67
Relative energy (zero: lowest compared OMol25 entry of this formula, charge and spin) (kcal/mol): 105.32

Element x y z (Å)
H  0.895  0.069  2.546
C  -1.746  -0.224  -0.188
H  -2.480  -0.827  -0.924
H  0.843  1.188  1.127
H  -2.606  0.466  0.602
H  1.020  1.130  -1.926
H  2.340  0.211  1.160
C  0.857  -0.941  0.437
C  1.269  0.142  1.403
N  0.368  0.315  -1.427
S  -0.832  -1.489  0.766
C  -0.946  0.597  -1.192
S  -1.545  1.927  -2.118
H  1.295  -1.950  0.631
O  1.269  -0.615  -0.897

Record 3
Formula: C4H7NS
Source: OMol25
Level of theory: the ωB97M-V functional and the def2-TZVPD basis

LUMO level (eV): 0.691
HOMO (eV): -7.06
Spin multiplicity: 1
Gap between HOMO and LUMO (eV): 7.75
Relative energy (zero: lowest compared OMol25 entry of this formula, charge and spin) (kcal/mol): 92.27

Element x y z (Å)
H  0.025  1.770  2.408
C  -0.400  0.594  0.908
S  0.464  1.415  -0.374
H  0.639  -0.380  -3.149
C  0.861  -0.857  -2.164
C  -0.162  -0.747  0.148
H  -1.606  1.729  2.255
H  1.989  -1.062  -1.965
H  -0.493  -1.759  0.470
C  -0.767  1.083  2.216
N  0.166  -0.226  -1.070
H  0.273  -1.750  -2.378
H  -0.989  0.190  2.695

Record 4
Formula: C4H7NS
Source: OMol25
Level of theory: the ωB97M-V functional and the def2-TZVPD basis

SMILES: CN1CC(=S)C1
LUMO level (eV): -0.109
HOMO (eV): -8.74
Spin multiplicity: 1
Gap between HOMO and LUMO (eV): 8.63
Relative energy (zero: lowest compared OMol25 entry of this formula, charge and spin) (kcal/mol): 50.82

Element x y z (Å)
H  2.857  1.865  -0.100
H  0.878  -0.012  -1.763
H  -0.398  0.707  1.798
C  0.143  0.038  1.122
H  -0.026  1.429  -1.355
N  1.221  0.567  0.241
C  0.363  0.453  -0.927
S  -1.675  -1.461  -0.455
H  0.505  -0.753  1.827
C  -0.563  -0.386  -0.109
H  1.223  2.746  0.252
H  2.139  1.829  1.532
C  1.904  1.827  0.482

Record 5
Formula: C4H7NS
Source: OMol25
Level of theory: the ωB97M-V functional and the def2-TZVPD basis

SMILES: NCC#CCS
LUMO level (eV): 0.620
HOMO (eV): -8.96
Spin multiplicity: 1
Gap between HOMO and LUMO (eV): 9.58
Relative energy (zero: lowest compared OMol25 entry of this formula, charge and spin) (kcal/mol): 102.90

Element x y z (Å)
H  -2.717  0.279  -1.044
C  -2.452  -0.318  -0.192
H  -3.121  -1.192  -0.508
H  3.501  0.532  -0.235
H  1.477  -0.740  1.432
C  1.578  -0.647  0.312
H  2.370  -1.649  -0.048
H  -3.747  -0.085  1.366
S  2.178  1.000  -0.405
N  -2.787  0.276  1.028
C  -1.074  -0.744  -0.244
C  0.156  -0.996  -0.358
H  -2.350  1.145  1.210

Record 6
Formula: C4H7NS
Source: OMol25
Level of theory: the ωB97M-V functional and the def2-TZVPD basis

SMILES: C=C(C)/C=N/S
LUMO level (eV): 0.475
HOMO (eV): -8.49
Spin multiplicity: 1
Gap between HOMO and LUMO (eV): 8.97
Relative energy (zero: lowest compared OMol25 entry of this formula, charge and spin) (kcal/mol): 42.79

Element x y z (Å)
C  0.096  -0.114  -0.581
H  2.203  -0.163  -1.028
C  0.070  0.332  0.795
S  -0.980  0.728  3.118
H  -1.506  -1.474  -0.295
H  0.875  1.019  1.103
C  -0.831  -1.017  -1.004
N  -0.927  0.118  1.522
H  1.469  1.352  -1.202
H  -2.076  0.137  3.482
H  -0.835  -1.257  -2.031
H  1.139  0.061  -2.447
C  1.303  0.278  -1.431

Record 7
Formula: C4H7NS2
Source: OMol25
Level of theory: the ωB97M-V functional and the def2-TZVPD basis

LUMO level (spin up / spin down) (eV): -0.929 / -1.795
HOMO (spin up / spin down) (eV): -8.76 / -7.30
Spin multiplicity: 1
Gap between HOMO and LUMO (spin up / spin down) (eV): 7.83 / 5.50
Relative energy (zero: lowest compared OMol25 entry of this formula, charge and spin) (kcal/mol): 70.99

Element x y z (Å)
H  -1.221  -1.920  0.689
C  0.080  -0.599  -0.192
H  -0.359  0.119  1.953
C  0.060  0.192  0.998
H  -2.329  2.217  -0.494
C  1.709  1.336  -0.090
C  -0.591  -1.915  -0.261
S  -2.391  0.944  -0.803
H  0.118  -2.755  0.007
H  1.398  2.194  -0.667
H  -1.213  -2.313  -1.155
H  2.702  1.318  0.288
S  1.130  0.004  -1.316
N  0.907  1.178  1.044

Record 8
Formula: C4H7NS2
Source: OMol25
Level of theory: the ωB97M-V functional and the def2-TZVPD basis

SMILES: S=C1CNC[C@@H]1S
LUMO level (eV): -0.655
HOMO (eV): -8.68
Spin multiplicity: 1
Gap between HOMO and LUMO (eV): 8.02
Relative energy (zero: lowest compared OMol25 entry of this formula, charge and spin) (kcal/mol): 46.21

Element x y z (Å)
H  2.070  1.577  0.662
S  -2.125  -1.012  0.053
C  -0.791  0.040  -0.016
S  1.726  -1.401  -0.221
H  0.504  1.749  1.525
N  0.511  1.963  -0.452
H  -1.454  1.653  -1.393
H  0.718  3.043  -0.609
C  1.039  1.317  0.672
H  2.120  -0.853  -1.472
H  0.660  -0.671  1.562
C  -0.940  1.515  -0.381
C  0.665  -0.146  0.572
H  -1.654  2.008  0.500

Record 9
Formula: C4H7O2
Source: OMol25
Level of theory: the ωB97M-V functional and the def2-TZVPD basis

LUMO level (eV): -5.713
Total charge: +1
HOMO (eV): -12.58
Spin multiplicity: 1
Gap between HOMO and LUMO (eV): 6.86
Relative energy (zero: lowest compared OMol25 entry of this formula, charge and spin) (kcal/mol): 40.74

Element x y z (Å)
H  3.560  0.414  -0.014
H  0.405  1.884  0.590
C  -2.422  -0.986  -0.084
H  2.744  1.660  0.874
O  0.198  1.039  0.119
H  -3.414  -1.404  0.144
O  -2.930  1.451  -0.410
C  -2.510  0.444  -0.202
H  1.224  -0.557  -0.848
H  -1.717  -1.388  0.779
C  1.326  0.361  -0.129
H  -2.067  -1.287  -1.034
C  2.565  0.831  0.112

Record 10
Formula: C4H7O2
Source: OMol25
Level of theory: the ωB97M-V functional and the def2-TZVPD basis

LUMO level (eV): -4.085
Total charge: +1
HOMO (eV): -17.27
Spin multiplicity: 1
Gap between HOMO and LUMO (eV): 13.19
Relative energy (zero: lowest compared OMol25 entry of this formula, charge and spin) (kcal/mol): 24.08

Element x y z (Å)
H  -2.158  -0.452  -1.279
H  -1.278  1.164  1.255
C  -1.546  0.253  -0.729
C  -1.547  0.254  0.728
C  0.974  0.392  -0.001
H  2.958  -0.229  -0.019
H  1.843  -1.290  0.886
H  -1.277  1.162  -1.257
O  0.895  1.545  0.000
H  1.820  -1.317  -0.864
C  1.958  -0.662  0.000
O  -0.482  -0.370  0.000
H  -2.159  -0.450  1.279

Record 11
Formula: C4H7O2P
Source: OMol25
Level of theory: the ωB97M-V functional and the def2-TZVPD basis

SMILES: C#CC=O.C=P.O
LUMO level (eV): -0.753
HOMO (eV): -8.86
Spin multiplicity: 1
Gap between HOMO and LUMO (eV): 8.11
Relative energy (zero: lowest compared OMol25 entry of this formula, charge and spin) (kcal/mol): 135.27

Element x y z (Å)
H  -0.794  -2.313  2.071
H  -1.724  1.342  0.313
H  2.434  3.474  -2.367
O  -2.517  0.958  0.182
H  -3.131  1.651  0.417
O  0.214  0.197  -0.309
C  1.065  1.028  -0.040
C  1.542  1.940  -0.927
C  2.024  2.750  -1.739
H  -1.132  -3.700  0.861
H  0.418  -3.360  -0.895
H  1.538  1.162  1.056
P  0.604  -2.281  0.118
C  -0.542  -2.848  1.257

Record 12
Formula: C4H7O3Pm
Source: OMol25
Level of theory: the ωB97M-V functional and the def2-TZVPD basis

⟨S²⟩: 8.755
LUMO level (spin up / spin down) (eV): -15.065 / -15.022
Total charge: +3
HOMO (spin up / spin down) (eV): -20.74 / -23.73
Spin multiplicity: 6
Gap between HOMO and LUMO (spin up / spin down) (eV): 5.67 / 8.71

Element x y z (Å)
Pm  -2.434  -1.819  -2.244
H  0.410  1.201  0.063
H  -1.062  1.661  1.935
H  -1.130  1.685  -0.637
C  -1.307  0.774  1.336
H  2.085  -0.509  1.227
O  -0.156  -1.808  -2.197
O  1.981  -0.934  -0.792
H  -2.397  0.708  1.231
C  -0.648  0.932  -0.006
C  2.572  -0.431  0.245
H  3.564  0.001  0.084
O  -0.752  -0.341  -0.750
H  -0.951  -0.120  1.861
C  0.225  -1.001  -1.356